No. 1
{
  "formula": "C30H37AsBrN7O2Ti",
  "method": "ωB97M-V/def2-TZVPD",
  "symbols": ["Br", "As", "Ti", "O", "O", "N", "N", "N", "N", "N", "N", "N", "C", "C", "C", "C", "C", "C", "C", "C", "C", "C", "C", "C", "C", "C", "C", "C", "C", "C", "C", "C", "C", "C", "C", "C", "C", "C", "C", "C", "C", "C", "H", "H", "H", "H", "H", "H", "H", "H", "H", "H", "H", "H", "H", "H", "H", "H", "H", "H", "H", "H", "H", "H", "H", "H", "H", "H", "H", "H", "H", "H", "H", "H", "H", "H", "H", "H", "H"],
  "positions_angstrom": [[-1.14, -3.62, -1.90], [-0.71, 1.27, -1.89], [-0.10, -0.55, 0.07], [-3.69, -2.20, 0.06], [-1.69, -1.28, -0.29], [-2.14, -2.28, 1.68], [-0.87, -1.98, 2.19], [1.53, -0.79, -1.12], [2.63, -0.05, 0.80], [-1.05, 0.79, 1.45], [0.66, -2.90, 0.11], [1.36, 0.05, 1.20], [1.37, 0.80, 4.82], [1.81, -3.09, 0.81], [2.60, -4.81, -0.66], [-0.32, 0.82, 2.59], [-3.09, 3.80, 2.00], [-2.01, 2.94, 1.92], [4.05, -4.11, 1.29], [0.86, 3.25, -0.38], [4.00, -0.98, -2.42], [1.63, -1.34, -2.34], [-2.56, -1.91, 0.40], [1.89, 0.45, 3.59], [-2.14, 1.64, 1.42], [1.05, 0.40, 2.47], [0.02, 1.14, 4.96], [2.82, -1.45, -3.02], [-4.33, 3.38, 1.55], [-0.25, 0.72, -3.75], [-1.23, -0.34, -4.28], [0.50, -3.72, -0.94], [-2.76, 3.49, -1.63], [1.41, -4.67, -1.36], [-4.47, 2.11, 1.00], [3.94, -0.50, -1.13], [2.70, -0.44, -0.47], [0.71, 2.67, -1.78], [-3.39, 1.25, 0.92], [-0.81, 1.17, 3.86], [-2.21, 2.44, -2.57], [2.80, -3.99, 0.46], [-5.43, 1.79, 0.63], [-0.86, -0.79, -5.20], [-5.18, 4.05, 1.61], [-2.96, 4.78, 2.42], [1.67, 3.97, -0.34], [4.76, -3.33, 1.01], [1.93, -2.48, 1.70], [-3.22, 3.02, -0.77], [-2.19, 0.12, -4.48], [-3.01, 1.76, -2.88], [1.17, -5.31, -2.20], [-0.06, 3.75, -0.08], [3.81, -3.98, 2.34], [-1.85, 1.45, 3.97], [0.78, 0.34, -3.76], [2.01, 0.81, 5.70], [-1.98, 4.17, -1.29], [2.93, 0.20, 3.47], [4.51, -5.08, 1.14], [0.71, -1.70, -2.77], [-0.28, 1.59, -4.41], [-0.95, -1.40, 3.04], [2.84, -1.88, -4.01], [-3.52, 4.09, -2.13], [1.07, 2.45, 0.34], [-1.39, -1.13, -3.54], [-1.04, 3.27, 2.28], [4.94, -1.02, -2.95], [-3.52, 0.27, 0.49], [4.81, -0.15, -0.60], [-0.38, 1.38, 5.93], [-0.37, -2.83, 2.43], [3.33, -5.54, -0.96], [1.66, 2.20, -2.08], [-1.81, 2.92, -3.48], [0.48, 3.47, -2.50], [-2.81, -2.79, 2.25]],
  "mulliken_spin": [0.003, 0.071, 1.043, 0.005, -0.069, -0.002, 0.005, 0.032, 0.270, 0.019, 0.011, 0.163, -0.020, 0.021, 0.010, 0.204, 0.001, 0.003, -0.002, 0.007, 0.029, 0.056, 0.006, 0.094, 0.005, -0.092, 0.095, 0.041, 0.003, 0.006, -0.005, 0.028, -0.001, 0.001, -0.002, 0.007, 0.007, 0.007, 0.010, -0.058, 0.002, -0.010, 0.000, 0.000, 0.000, 0.000, -0.001, 0.001, -0.009, -0.001, 0.000, 0.000, -0.001, 0.002, 0.000, -0.004, -0.003, 0.002, 0.000, 0.004, 0.000, -0.029, 0.000, 0.004, 0.003, 0.000, 0.016, 0.001, 0.000, 0.002, 0.003, 0.001, 0.007, -0.001, 0.000, -0.001, 0.000, -0.002, 0.000],
  "multiplicity": 3,
  "total_charge": 0,
  "homo_energy_ev": [-6.45, -6.62],
  "mol_weight_g_mol": 730.366,
  "homo_lumo_gap_ev": [6.3293, 5.2866],
  "largest_force_ev_per_a": 2.56,
  "s_squared": 2.02
}



No. 2
{
  "formula": "C30H37AsMnNOP",
  "method": "ωB97M-V/def2-TZVPD",
  "symbols": ["As", "Mn", "P", "O", "N", "C", "C", "C", "C", "C", "C", "C", "C", "C", "C", "C", "C", "C", "C", "C", "C", "C", "C", "C", "C", "C", "C", "C", "C", "C", "C", "C", "C", "C", "C", "H", "H", "H", "H", "H", "H", "H", "H", "H", "H", "H", "H", "H", "H", "H", "H", "H", "H", "H", "H", "H", "H", "H", "H", "H", "H", "H", "H", "H", "H", "H", "H", "H", "H", "H", "H", "H"],
  "positions_angstrom": [[0.80, -2.07, 2.96], [-1.10, -0.57, 0.11], [0.53, 1.05, -0.67], [-0.19, -1.47, 1.75], [0.01, -1.69, -1.67], [2.72, 4.07, 1.08], [2.34, 3.93, 2.41], [-3.59, -1.41, -3.09], [-0.19, -2.18, 4.63], [-3.32, -1.32, 0.71], [3.10, -0.13, -0.31], [1.27, 2.26, 0.48], [2.17, 3.24, 0.11], [1.93, 2.33, -4.31], [3.57, -2.41, -0.87], [1.34, -3.89, 2.53], [2.26, -2.59, -1.30], [-3.56, 2.45, 0.14], [-3.49, 0.48, -1.44], [-3.40, 0.98, -0.13], [-3.30, -1.78, -0.62], [0.76, 2.68, -4.96], [2.35, -0.92, 3.18], [1.37, -1.52, -1.25], [1.39, 2.99, 2.77], [1.79, -0.28, -0.74], [-0.46, 2.57, -4.31], [0.85, 2.15, 1.81], [-3.42, -0.89, -1.70], [-0.50, 2.10, -3.01], [0.67, 1.72, -2.36], [1.90, 1.83, -3.02], [-3.32, 0.07, 0.94], [-3.45, -2.29, 1.85], [3.99, -1.19, -0.39], [-0.60, -1.21, 4.91], [3.42, 0.83, 0.08], [-2.71, -1.96, -3.42], [-3.03, -3.26, 1.60], [3.44, 4.82, 0.80], [-2.97, -1.90, 2.75], [-3.40, 3.04, -0.76], [-4.58, 2.63, 0.49], [-4.43, -2.10, -3.13], [-3.43, 0.44, 1.96], [2.05, 0.02, 3.64], [-4.52, -2.42, 2.06], [-2.87, 2.79, 0.91], [-1.44, 2.02, -2.48], [0.49, -2.52, 5.41], [-1.37, 2.87, -4.81], [0.80, 3.04, -5.98], [-0.15, -2.67, -1.88], [2.44, 3.37, -0.93], [0.10, 1.40, 2.07], [4.26, -3.24, -0.94], [-3.77, -0.61, -3.80], [1.06, 2.93, 3.80], [1.94, -3.54, -1.69], [2.81, 1.53, -2.53], [5.01, -1.05, -0.07], [-1.00, -2.90, 4.51], [2.88, 2.43, -4.81], [1.97, -3.92, 1.64], [3.09, -1.41, 3.81], [2.79, -0.71, 2.20], [-0.17, -1.15, -2.53], [-3.67, 1.17, -2.25], [0.45, -4.50, 2.38], [2.76, 4.58, 3.16], [1.90, -4.28, 3.38], [-3.36, -2.84, -0.81]],
  "mulliken_spin": [0.014, 4.675, 0.102, 0.081, 0.061, 0.000, 0.001, -0.007, 0.003, -0.021, 0.002, -0.075, -0.005, 0.001, 0.004, 0.004, 0.009, -0.006, 0.038, -0.030, 0.058, 0.000, 0.003, -0.066, 0.007, -0.004, 0.001, 0.029, -0.034, 0.008, -0.025, -0.003, 0.102, 0.019, 0.002, 0.000, 0.000, 0.003, -0.001, 0.000, -0.001, 0.001, 0.000, 0.002, -0.001, 0.000, -0.001, 0.003, -0.005, 0.000, 0.000, 0.000, 0.008, 0.000, 0.031, 0.000, 0.000, 0.000, -0.001, 0.000, 0.000, 0.000, 0.000, 0.000, 0.000, 0.000, 0.003, 0.009, 0.000, 0.000, 0.000, 0.001],
  "multiplicity": 6,
  "total_charge": 2,
  "homo_energy_ev": [-14.12, -14.31],
  "mol_weight_g_mol": 588.466,
  "homo_lumo_gap_ev": [9.2423, 8.7266],
  "largest_force_ev_per_a": 1.82,
  "s_squared": 8.76
}



No. 3
{
  "formula": "C30H37BO17",
  "method": "ωB97M-V/def2-TZVPD",
  "symbols": ["O", "O", "O", "O", "O", "O", "O", "O", "O", "O", "O", "O", "O", "O", "O", "O", "O", "C", "C", "C", "C", "C", "C", "C", "C", "C", "C", "C", "C", "C", "C", "C", "C", "C", "C", "C", "C", "C", "C", "C", "C", "C", "C", "C", "C", "C", "C", "B", "H", "H", "H", "H", "H", "H", "H", "H", "H", "H", "H", "H", "H", "H", "H", "H", "H", "H", "H", "H", "H", "H", "H", "H", "H", "H", "H", "H", "H", "H", "H", "H", "H", "H", "H", "H", "H"],
  "positions_angstrom": [[0.09, 3.49, 4.07], [0.36, -0.01, -4.34], [1.11, 1.51, 3.76], [6.51, -2.73, -1.51], [-1.04, -7.47, -0.09], [1.47, 2.65, 5.64], [-2.02, 2.06, 1.01], [-3.98, 7.40, -0.65], [-2.96, 2.12, -1.01], [5.10, -1.01, -1.88], [1.44, -6.33, -1.66], [1.63, -2.74, 1.75], [-2.12, 8.62, -0.86], [-2.38, 0.14, -0.12], [-2.47, 7.42, 1.02], [-0.30, 1.02, -2.32], [-0.76, -8.24, -2.21], [2.22, 0.87, 4.41], [0.82, 2.63, 4.45], [0.24, -2.61, -3.17], [3.65, -1.00, -1.74], [1.07, -3.43, 0.92], [-2.45, 1.33, -0.04], [-2.74, 8.58, -2.15], [-2.01, 3.44, 0.60], [5.57, -2.26, -2.10], [0.71, -4.10, -1.42], [-2.25, 4.38, 1.75], [2.03, 1.34, 5.83], [0.80, -3.06, -0.50], [0.63, -1.76, -0.97], [0.43, -3.90, -2.74], [0.93, -5.51, -0.93], [-0.74, -8.44, -1.02], [2.19, -0.62, 4.24], [-4.92, 7.53, -2.89], [0.04, -7.18, 0.81], [-2.82, 7.78, -0.06], [0.74, -0.62, 0.02], [0.53, -5.78, 0.48], [0.61, -4.80, 1.36], [-4.17, 8.24, -1.80], [2.18, -0.04, 0.17], [-3.10, 3.44, -0.44], [3.33, -0.98, -0.23], [-0.43, -9.84, -0.48], [0.34, -1.54, -2.31], [0.13, -0.12, -2.97], [3.31, -1.95, -2.15], [2.31, 0.92, -0.35], [2.32, 0.17, 1.23], [-0.43, -9.80, 0.61], [-0.47, 0.08, -4.81], [5.10, -2.87, -2.89], [-1.23, -10.48, -0.84], [0.09, 0.22, -0.22], [-1.09, 0.82, -1.80], [-4.10, 3.53, -0.02], [-1.03, 3.65, 0.15], [4.23, -0.62, 0.27], [-2.26, 5.42, 1.41], [-2.64, 9.54, -2.65], [2.96, 1.39, 6.39], [0.40, -0.98, 0.98], [1.26, -1.05, 4.63], [-5.04, 8.18, -3.77], [-5.91, 7.24, -2.54], [-1.47, 4.26, 2.50], [-0.33, -7.19, 1.83], [-0.01, -2.46, -4.21], [3.19, -2.01, 0.09], [3.25, -0.15, -2.30], [0.89, -7.86, 0.68], [-2.25, 7.81, -2.75], [0.55, -10.19, -0.81], [0.35, -4.73, -3.42], [3.03, -1.09, 4.75], [-3.20, 4.16, 2.25], [1.31, 0.73, 6.38], [3.13, 1.28, 3.97], [-4.41, 6.62, -3.19], [2.23, -0.89, 3.18], [-2.96, 4.20, -1.20], [-4.72, 9.13, -1.47], [0.37, -4.94, 2.40]],
  "mulliken_charge": [-0.537, -0.567, -0.129, -0.490, -0.342, -0.348, -0.298, -0.331, -0.319, -0.430, -0.585, -0.513, -0.323, -0.524, -0.600, -0.275, -0.505, 0.551, 0.488, -0.717, -0.217, 0.243, 0.601, -0.496, 0.819, 0.199, 0.839, -0.771, -0.637, 0.243, 0.992, -1.120, 0.104, 0.717, -1.117, -1.423, -0.835, 0.649, 0.292, 0.755, -1.141, 0.503, -0.474, -0.559, -0.804, -1.000, -0.304, 0.458, 0.231, 0.530, -0.322, 0.340, 0.305, 0.365, 0.332, -0.583, 0.182, 0.322, 0.184, 0.795, 0.035, 0.311, 0.321, 0.534, 0.324, 0.380, 0.358, 0.080, 0.336, 0.505, 0.058, 0.125, 0.379, 0.309, 0.290, 0.526, 0.397, 0.388, 0.335, 0.279, 0.325, 0.066, 0.237, 0.281, 0.421],
  "total_charge": 0,
  "homo_energy_ev": -9.58,
  "smiles": "CC(=O)OCC1=CC(=O)c2c(ccc(B(O)O)c2CCCCOC=O)C1=O.C[C@@H]1COC(=O)O1.C[C@@H]1COC(=O)O1.C[C@@H]1COC(=O)O1",
  "mol_weight_g_mol": 680.421,
  "homo_lumo_gap_ev": 8.6760,
  "largest_force_ev_per_a": 2.14
}